ORCA calculation (ωB97M-V with the def2-TZVPD basis set) on a 13-piece molecular cluster, C64H150B5F20N8O3 overall in a non-equilibrium geometry.

Each atom is followed by the atoms it is bonded to, with distances in Å.
Positions of all 250 atoms, in Å:
1 H 0.62 -6.91 4.97  C116 1.090
2 C -0.44 8.34 3.73  H89 1.090, N163 1.561, C176 1.537, H198 1.090
3 H 4.56 -4.28 -3.45  C43 1.090
4 H 2.83 4.22 -3.03  C73 1.090
5 H -0.80 7.89 5.87  C176 1.090
6 N 3.11 3.74 -5.15  C56 1.522, C73 1.558, C112 1.547, C221 1.599
7 H 7.65 -0.01 -0.61  C233 1.090
8 F 6.29 -0.77 -3.37  B37 1.373
9 H 0.58 -6.85 2.64  C222 1.090
10 H 0.15 -0.58 3.74  C146 1.090
11 H 6.82 1.84 0.37  C156 1.090
12 H -0.68 0.88 -4.51  C72 1.090
13 H -2.16 -4.90 3.58  C250 1.090
14 F 5.37 0.66 -2.05  B37 1.393
15 C 0.90 6.22 3.90  H104 1.090, H159 1.090, N163 1.546, C168 1.522
16 H 3.80 -6.56 -2.23  C57 1.090
17 F 4.30 0.03 -3.95  B37 1.331
18 H 2.05 -7.61 -0.68  C170 1.090
19 F -2.63 1.80 4.63  B226 1.357
20 H -5.02 4.64 -3.29  C98 1.090
21 H 6.70 1.77 2.00  C156 1.090
22 C 4.72 4.93 -3.70  H40 1.090, C73 1.525, H179 1.090, C220 1.588
23 H -0.87 1.62 2.31  C155 1.090
24 H 2.35 -5.11 -5.02  C128 1.090
25 C -0.03 -1.53 0.87  N196 1.558, H206 1.090, H223 1.090, C247 1.564
26 H 6.36 -1.07 -1.09  C233 1.090
27 H 1.55 -0.19 2.89  C146 1.090
28 H 0.86 1.00 3.86  C146 1.090
29 C -3.54 -6.07 4.95  H53 1.090, H140 1.090, H191 1.090, C250 1.524
30 C 0.28 -4.60 -4.73  H100 1.090, H117 1.090, C128 1.510, O164 1.453
31 H 4.15 -2.97 -2.27  C43 1.090
32 H -8.80 -2.02 -1.26  C194 1.090
33 H 5.58 5.18 -5.85  C220 1.090
34 F 2.01 4.43 0.24  B59 1.445
35 C 0.93 -6.26 -2.14  N63 1.566, H144 1.090, C170 1.533, H218 1.090
36 C 6.08 -2.33 1.40  H136 1.090, N149 1.587, H203 1.090, C238 1.548
37 B 5.47 0.33 -3.40  F8 1.373, F14 1.393, F17 1.331, F82 1.397
38 H -3.06 -8.28 2.46  C184 1.090
39 H -2.83 -0.09 2.07  C209 1.090
40 H 5.69 4.44 -3.61  C22 1.090
41 B 3.96 -1.61 4.65  F94 1.347, F161 1.352, F173 1.377, F212 1.424
42 H 1.83 2.94 4.86  C141 1.090
43 C 3.80 -3.58 -3.10  H3 1.090, H31 1.090, H44 1.090, C80 1.539
44 H 3.43 -2.91 -3.88  C43 1.090
45 H -6.13 -1.80 -2.85  C165 1.090
46 H -0.50 1.98 -5.94  C72 1.090
47 H -4.17 6.09 0.67  C62 1.090
48 C -5.27 4.34 0.78  C62 1.531, C180 1.564, H188 1.090, H232 1.090
49 F -2.66 2.99 6.59  B226 1.395
50 C -1.65 6.34 3.61  H90 1.090, H114 1.090, N163 1.539, C167 1.453
51 H 1.67 1.16 -5.04  C187 1.090
52 C 8.24 -2.13 2.63  H103 1.090, C148 1.528, C238 1.514, H242 1.090
53 H -4.22 -6.92 4.87  C29 1.090
54 H -4.25 -1.99 -4.06  C131 1.090
55 H -6.14 4.33 -1.93  C98 1.090
56 C 4.02 2.78 -5.90  N6 1.522, H71 1.090, H107 1.090, H158 1.090
57 C 3.23 -6.86 -3.10  H16 1.090, N63 1.620, H95 1.090, H108 1.090
58 C -3.15 6.12 -1.91  H65 1.090, C137 1.523, N192 1.573, H197 1.090
59 B 1.07 3.56 -0.42  F34 1.445, F69 1.431, F109 1.339, F237 1.374
60 H -5.62 6.40 -0.33  C62 1.090
61 H -5.12 -1.79 -0.79  C186 1.090
62 C -4.94 5.63 0.04  H47 1.090, C48 1.531, H60 1.090, N192 1.586
63 N 2.07 -5.73 -3.07  C35 1.566, C57 1.620, C80 1.595, C128 1.554
64 H -8.41 -4.34 -0.99  C225 1.090
65 H -3.56 7.13 -1.95  C58 1.090
66 H -1.83 9.08 5.18  C176 1.090
67 H 2.63 5.83 -5.35  C112 1.090
68 H 2.13 -0.17 -2.81  C241 1.090
69 F -0.15 3.59 0.34  B59 1.431
70 H 4.77 6.60 -5.04  C220 1.090
71 H 3.61 1.80 -5.63  C56 1.090
72 C -0.33 1.84 -4.87  H12 1.090, H46 1.090, H185 1.090, C187 1.556
73 C 3.63 3.87 -3.68  H4 1.090, N6 1.558, C22 1.525, H213 1.090
74 C -6.26 -1.91 1.01  C186 1.505, H224 1.090, H234 1.090, C246 1.567
75 O 0.95 -4.65 6.17  C111 1.366, C199 1.426
76 H 0.09 5.93 1.29  C91 1.090
77 H 8.56 -0.13 1.65  C148 1.090
78 H -1.50 -8.90 1.92  C184 1.090
79 H -3.06 -6.04 2.83  C250 1.090
80 C 2.65 -4.38 -2.45  C43 1.539, N63 1.595, H190 1.090, H215 1.090
81 H 2.19 -1.85 0.45  C247 1.090
82 F 5.99 1.39 -4.16  B37 1.397
83 H -0.45 5.87 -3.15  C227 1.090
84 H 4.91 0.18 2.17  C231 1.090
85 H -4.78 -3.30 -5.20  C131 1.090
86 H -0.88 -6.64 5.86  C116 1.090
87 H 7.73 -1.80 -0.42  C233 1.090
88 H 1.84 -6.00 -0.09  C170 1.090
89 H 0.57 8.73 3.76  C2 1.090
90 H -1.48 5.39 4.10  C50 1.090
91 C 0.02 6.96 1.65  H76 1.090, H130 1.090, N163 1.545, H205 1.090
92 C -1.29 0.41 -0.23  H102 1.090, C120 1.566, N196 1.554, H230 1.090
93 H -5.61 -4.71 -3.22  C201 1.090
94 F 3.08 -1.02 5.48  B41 1.347
95 H 2.70 -7.81 -3.06  C57 1.090
96 H 0.46 -7.10 -0.36  C170 1.090
97 H -7.30 -3.08 -3.25  C165 1.090
98 C -5.41 5.02 -2.35  H20 1.090, H55 1.090, H142 1.090, N192 1.558
99 H -2.57 3.73 -1.08  C174 1.090
100 H -0.08 -4.83 -5.74  C30 1.090
101 H -1.07 6.42 -4.75  C227 1.090
102 H -1.46 1.43 0.13  C92 1.090
103 H 8.10 -2.15 3.71  C52 1.090
104 H 1.76 6.88 3.91  C15 1.090
105 N -1.21 -6.75 3.80  C116 1.541, C195 1.532, C222 1.583, C250 1.603
106 F -2.73 0.84 6.54  B226 1.342
107 H 5.02 2.85 -5.47  C56 1.090
108 H 3.80 -6.80 -4.03  C57 1.090
109 F 1.70 2.38 -0.39  B59 1.339
110 H 0.52 1.22 1.35  C155 1.090
111 C 0.02 -4.82 5.18  O75 1.366, C116 1.557, H200 1.090, H243 1.090
112 C 3.40 5.15 -5.71  N6 1.547, H67 1.090, C220 1.530, H245 1.090
113 H -2.70 6.57 5.39  C167 1.090
114 H -2.05 6.15 2.61  C50 1.090
115 H 1.35 4.49 2.52  C168 1.090
116 C -0.31 -6.33 4.98  H1 1.090, H86 1.090, N105 1.541, C111 1.557
117 H -0.51 -4.82 -4.01  C30 1.090
118 H -4.37 2.32 0.51  C180 1.090
119 H 1.23 2.21 -3.54  C187 1.090
120 C -2.54 -0.23 -0.91  C92 1.566, H122 1.090, H208 1.090, H235 1.090
121 H -1.19 7.31 -3.38  C227 1.090
122 H -2.31 -1.26 -1.18  C120 1.090
123 H -0.33 -1.34 -4.45  C211 1.090
124 H -1.13 -2.64 -3.59  C211 1.090
125 H 2.49 0.47 -1.18  C241 1.090
126 H 6.77 -3.66 2.86  C238 1.090
127 H -8.14 -0.68 1.01  C246 1.090
128 C 1.48 -5.47 -4.48  H24 1.090, C30 1.510, N63 1.554, H219 1.090
129 H -2.50 -9.85 3.13  C184 1.090
130 H -0.70 7.54 1.09  C91 1.090
131 C -4.39 -3.06 -4.21  H54 1.090, H85 1.090, H151 1.090, C201 1.570
132 H -2.62 -1.73 1.38  C209 1.090
133 H 2.29 4.45 5.33  C141 1.090
134 F -5.58 2.38 -3.30  B171 1.354
135 O 1.16 -1.15 -1.19  C241 1.463, C247 1.423
136 H 5.64 -2.92 0.59  C36 1.090
137 C -2.65 5.62 -3.26  C58 1.523, H138 1.090, H193 1.090, C227 1.553
138 H -2.59 4.54 -3.24  C137 1.090
139 H -0.24 -5.37 2.38  C222 1.090
140 H -2.86 -6.32 5.76  C29 1.090
141 C 2.12 3.89 4.40  H42 1.090, H133 1.090, C168 1.587, H244 1.090
142 H -5.98 5.94 -2.51  C98 1.090
143 H 4.41 2.33 0.07  C214 1.090
144 H 0.30 -7.00 -2.64  C35 1.090
145 H -8.36 -2.36 1.27  C246 1.090
146 C 0.58 0.23 3.15  H10 1.090, H27 1.090, H28 1.090, C155 1.485
147 F -4.37 0.49 -3.42  B171 1.374
148 C 7.82 -0.73 2.18  C52 1.528, H77 1.090, N149 1.597, H172 1.090
149 N 6.62 -0.87 1.13  C36 1.587, C148 1.597, C231 1.613, C233 1.534
150 H -1.22 -2.63 -5.33  C211 1.090
151 H -3.42 -3.56 -4.18  C131 1.090
152 H 1.51 3.09 -6.47  C221 1.090
153 H 5.44 3.63 0.61  C214 1.090
154 H -7.36 -0.95 -1.21  C194 1.090
155 C -0.22 0.79 2.03  H23 1.090, H110 1.090, C146 1.485, N196 1.557
156 C 6.07 1.62 1.13  H11 1.090, H21 1.090, C214 1.476, C231 1.507
157 H -2.24 -8.35 4.83  C195 1.090
158 H 3.94 2.98 -6.97  C56 1.090
159 H 0.59 6.21 4.94  C15 1.090
160 H 1.07 4.18 -5.09  C221 1.090
161 F 4.93 -0.73 4.31  B41 1.352
162 H -7.42 -4.32 0.31  C225 1.090
163 N -0.29 6.89 3.17  C2 1.561, C15 1.546, C50 1.539, C91 1.545
164 O 0.58 -3.19 -4.56  C30 1.453, C211 1.382
165 C -6.44 -2.82 -2.64  H45 1.090, H97 1.090, C201 1.573, N239 1.522
166 H -6.73 -5.11 -1.12  C225 1.090
167 C -2.37 7.18 4.55  C50 1.453, H113 1.090, C176 1.464, H229 1.090
168 C 1.10 4.75 3.55  C15 1.522, H115 1.090, C141 1.587, H236 1.090
169 H -0.83 -6.86 1.55  C222 1.090
170 C 1.41 -6.73 -0.77  H18 1.090, C35 1.533, H88 1.090, H96 1.090
171 B -5.56 1.05 -3.02  F134 1.354, F147 1.374, F182 1.416, F202 1.387
172 H 7.30 -0.15 2.95  C148 1.090
173 F 3.36 -2.05 3.49  B41 1.377
174 C -3.66 3.76 -0.97  H99 1.090, C180 1.507, N192 1.573, H249 1.090
175 H -3.41 3.56 1.24  C180 1.090
176 C -1.34 8.14 4.96  C2 1.537, H5 1.090, H66 1.090, C167 1.464
177 H 7.74 -3.76 1.32  C238 1.090
178 H -1.85 -1.34 2.82  C209 1.090
179 H 4.64 5.68 -2.92  C22 1.090
180 C -4.10 3.37 0.42  C48 1.564, H118 1.090, C174 1.507, H175 1.090
181 H 3.22 -0.99 -1.64  C241 1.090
182 F -5.83 0.83 -1.65  B171 1.416
183 H -4.50 -3.73 -2.20  C201 1.090
184 C -2.19 -8.87 2.76  H38 1.090, H78 1.090, H129 1.090, C195 1.525
185 H -1.05 2.53 -4.44  C72 1.090
186 C -5.64 -2.54 -0.20  H61 1.090, C74 1.505, H228 1.090, N239 1.564
187 C 1.19 2.04 -4.62  H51 1.090, C72 1.556, H119 1.090, C221 1.520
188 H -5.32 4.59 1.84  C48 1.090
189 H -0.57 -8.67 4.09  C195 1.090
190 H 3.04 -4.74 -1.50  C80 1.090
191 H -4.21 -5.22 5.06  C29 1.090
192 N -4.26 5.17 -1.31  C58 1.573, C62 1.586, C98 1.558, C174 1.573
193 H -3.44 6.02 -3.91  C137 1.090
194 C -7.83 -1.83 -0.79  H32 1.090, H154 1.090, N239 1.520, C246 1.490
195 C -1.56 -8.23 3.99  N105 1.532, H157 1.090, C184 1.525, H189 1.090
196 N -0.92 -0.27 1.12  C25 1.558, C92 1.554, C155 1.557, C209 1.554
197 H -2.37 6.01 -1.16  C58 1.090
198 H -0.87 8.90 2.89  C2 1.090
199 C 1.18 -3.28 6.50  O75 1.426, H207 1.090, H216 1.090, H240 1.090
200 H -0.85 -4.18 5.29  C111 1.090
201 C -5.20 -3.72 -3.04  H93 1.090, C131 1.570, C165 1.573, H183 1.090
202 F -6.67 0.64 -3.75  B171 1.387
203 H 5.37 -2.13 2.21  C36 1.090
204 H 4.82 0.14 0.35  C231 1.090
205 H 0.99 7.43 1.49  C91 1.090
206 H -0.67 -2.25 0.36  C25 1.090
207 H 2.27 -3.23 6.58  C199 1.090
208 H -3.54 -0.06 -0.51  C120 1.090
209 C -2.13 -0.89 1.87  H39 1.090, H132 1.090, H178 1.090, N196 1.554
210 H 1.64 -0.21 0.57  C247 1.090
211 C -0.56 -2.41 -4.49  H123 1.090, H124 1.090, H150 1.090, O164 1.382
212 F 4.62 -2.65 5.36  B41 1.424
213 H 3.80 2.85 -3.33  C73 1.090
214 C 5.04 2.65 0.90  H143 1.090, H153 1.090, C156 1.476, H248 1.090
215 H 1.82 -3.72 -2.20  C80 1.090
216 H 0.94 -2.53 5.75  C199 1.090
217 F -0.81 2.00 6.01  B226 1.373
218 H 0.29 -5.38 -2.06  C35 1.090
219 H 1.24 -6.49 -4.81  C128 1.090
220 C 4.79 5.52 -5.17  C22 1.588, H33 1.090, H70 1.090, C112 1.530
221 C 1.60 3.28 -5.40  N6 1.599, H152 1.090, H160 1.090, C187 1.520
222 C -0.42 -6.45 2.47  H9 1.090, N105 1.583, H139 1.090, H169 1.090
223 H 0.21 -1.86 1.88  C25 1.090
224 H -5.72 -1.02 1.33  C74 1.090
225 C -7.34 -4.28 -0.77  H64 1.090, H162 1.090, H166 1.090, N239 1.527
226 B -2.17 1.88 5.91  F19 1.357, F49 1.395, F106 1.342, F217 1.373
227 C -1.31 6.27 -3.69  H83 1.090, H101 1.090, H121 1.090, C137 1.553
228 H -5.00 -3.41 -0.02  C186 1.090
229 H -3.12 7.78 4.02  C167 1.090
230 H -0.46 0.40 -0.94  C92 1.090
231 C 5.45 0.24 1.23  H84 1.090, N149 1.613, C156 1.507, H204 1.090
232 H -6.24 4.04 0.38  C48 1.090
233 C 7.11 -0.91 -0.32  H7 1.090, H26 1.090, H87 1.090, N149 1.534
234 H -6.24 -2.51 1.92  C74 1.090
235 H -2.71 0.22 -1.89  C120 1.090
236 H 0.18 4.19 3.75  C168 1.090
237 F 0.98 4.07 -1.69  B59 1.374
238 C 7.25 -3.11 2.05  C36 1.548, C52 1.514, H126 1.090, H177 1.090
239 N -6.82 -2.90 -1.17  C165 1.522, C186 1.564, C194 1.520, C225 1.527
240 H 0.80 -3.05 7.49  C199 1.090
241 C 2.30 -0.43 -1.76  H68 1.090, H125 1.090, O135 1.463, H181 1.090
242 H 9.22 -2.31 2.19  C52 1.090
243 H 0.57 -4.48 4.31  C111 1.090
244 H 3.09 3.97 3.92  C141 1.090
245 H 3.30 5.15 -6.80  C112 1.090
246 C -7.77 -1.65 0.69  C74 1.567, H127 1.090, H145 1.090, C194 1.490
247 C 1.35 -1.20 0.22  C25 1.564, H81 1.090, O135 1.423, H210 1.090
248 H 4.33 2.67 1.72  C214 1.090
249 H -4.02 3.06 -1.73  C174 1.090
250 C -2.57 -5.89 3.79  H13 1.090, C29 1.524, H79 1.090, N105 1.603

Net charge: +3
Molar mass: 1513.977 u
Electronic energy: -5313.80937 Ha